(1)
One molecule with the formula C20H24O3 at a distorted geometry, computed with the ωB97M-V functional and the def2-TZVPD basis.

XYZ file:
```
47
Properties=species:S:1:pos:R:3
H 2.197 -2.296 -3.595
C 0.591 2.231 4.045
H 1.187 -0.355 -5.430
H 0.921 1.590 4.852
H -2.145 -0.287 -4.433
C -0.633 -0.265 1.197
C -1.012 -0.017 -1.317
C 0.347 -0.997 -5.281
H 0.923 -0.415 -0.772
C -3.408 0.223 -2.109
H 2.351 -1.887 -1.861
C 0.678 -0.953 -2.766
H -1.249 1.200 3.742
O -1.740 1.559 0.261
C 0.204 0.404 2.343
H -1.808 -3.405 1.426
C -1.960 -0.055 -2.347
C 2.529 1.681 2.513
H 0.637 -2.025 -5.565
H -3.904 -0.661 -1.711
H 1.968 0.119 1.161
H 2.574 3.122 4.204
C 1.894 2.728 3.370
C 1.529 0.920 1.665
C -1.362 0.384 0.091
H -2.461 -2.292 0.382
H -3.635 1.045 -1.399
C -1.497 -0.493 -3.606
C -0.068 -1.703 2.959
H -3.919 0.499 -3.032
H 3.005 -0.800 -2.879
H -0.892 -3.069 -0.017
C -1.532 -2.596 0.804
H 3.087 0.946 3.118
H -0.639 2.377 2.499
H -0.411 -0.635 -5.926
C -0.680 -1.648 1.563
O 0.390 -0.547 3.430
C 2.136 -1.501 -2.782
H 0.097 3.091 4.465
H 3.311 2.142 1.913
O -0.296 -2.711 3.550
C -0.132 -0.851 -3.871
H 1.202 1.493 0.836
C 0.282 -0.390 -1.585
C -0.415 1.507 3.149
H 1.759 3.594 2.747
```

Its SMILES is CC1=C(C(=O)c2cc(C)c(C)cc2C)C2(CCCCC2)OC1=O. The calculation puts the LUMO energy at -0.61 eV. For the total energy, the calculation gives -27270.0275 eV. The calculation puts the HOMO energy at -8.996 eV. The HOMO-LUMO gap is 8.381 eV. The maximum force is 0.1324 hartree/bohr. The relative energy (zero: lowest compared OMol25 entry of this formula, charge and spin) is 0.0 kcal/mol.

(2)
C30H50BCrN9S5Si4 as an isolated structure at a distorted geometry, computed with the ωB97M-V functional and the def2-TZVPD basis.

XYZ file:
```
100
Properties=species:S:1:pos:R:3
S -4.725 2.986 1.652
C -2.435 -1.977 -0.619
H -1.672 -3.925 1.392
H 3.741 -0.474 0.796
H 1.888 2.752 4.673
H -3.793 -2.607 0.894
H -0.392 -1.515 6.084
C -1.973 2.652 1.735
H -1.605 -2.331 5.098
H -1.034 -4.665 -0.073
Si 0.300 0.053 2.790
H -2.111 -1.241 6.388
S -1.968 1.453 0.488
S -0.245 5.283 4.604
H -3.579 -3.572 -1.673
H 1.830 3.855 -0.947
Si 2.187 0.303 4.175
Si 0.801 -4.103 1.515
C 2.674 2.126 4.247
H 0.520 -4.425 3.941
N 0.109 0.463 -2.751
C 0.803 -3.579 3.308
B 0.197 -1.050 -2.929
H -3.893 3.112 -0.603
H -3.483 -1.069 3.506
H 2.603 -1.022 -4.304
H 4.107 -2.183 0.634
H 0.243 3.724 -0.181
N 0.150 -1.568 -4.372
H -0.202 -0.631 -8.282
C -1.154 4.427 3.518
C -3.141 -1.761 0.676
H 3.574 2.247 4.858
H -1.160 -5.616 1.417
H -3.735 -0.847 0.656
H 4.348 -0.008 2.932
C -0.928 -4.627 1.012
H -1.649 -3.157 -3.556
H 0.099 -2.766 3.486
S -0.488 3.222 2.479
C 1.987 -0.268 5.972
H -0.389 2.042 5.611
H -5.620 3.530 -0.475
H 3.484 -1.543 3.023
H -0.486 1.261 -4.601
C 0.290 -2.939 -6.095
H 1.499 2.554 0.218
C 0.171 2.653 -2.975
C -3.206 -0.034 3.716
H 1.123 0.168 6.472
C -4.636 3.660 -0.026
H 1.666 -6.383 2.027
C -2.754 -2.883 -1.642
C 0.588 -2.786 -4.762
C 2.734 -1.137 -3.242
N 1.375 -2.937 0.381
N -1.343 -1.296 -0.947
H -2.430 -1.651 1.497
C -1.363 -1.395 5.605
H -3.349 0.544 2.803
H -4.392 4.720 0.003
H 2.980 -5.276 1.622
C 3.421 -1.235 -1.151
C 1.076 3.152 -0.590
H -3.897 0.344 4.475
H 0.499 -3.788 -6.722
Cr -0.134 -0.183 0.412
C 4.172 -1.220 0.129
H -1.986 2.428 4.994
C -3.086 3.291 2.185
S -2.856 4.560 3.362
N -0.434 -0.925 -5.407
H 1.978 -5.950 0.337
C -0.352 -1.736 -6.448
C 0.613 2.274 -1.697
C -1.392 1.641 5.463
H 2.883 0.011 6.535
H -1.845 -0.822 -7.673
C 3.864 -1.038 -2.464
C 1.961 -5.570 1.360
H 4.335 -0.917 4.439
H -1.017 -2.188 -8.430
C 3.728 -0.634 3.575
Si -1.444 0.071 4.400
N 2.110 -1.432 -1.184
H 1.074 -3.448 -4.064
C 1.166 -1.740 0.066
H 4.873 -0.852 -2.788
H 0.092 3.649 -3.372
H 5.218 -0.977 -0.052
H -1.829 1.441 6.445
H 1.891 -1.356 6.021
H 1.786 -3.230 3.631
C -0.884 -1.322 -7.783
C -1.779 -2.697 -2.593
N 1.671 -1.394 -2.454
C -0.142 1.471 -3.606
N 0.565 0.956 -1.562
H 2.885 2.512 3.247
N -0.926 -1.754 -2.149
```

Its spin multiplicity is 2. The charge is -1. The calculation puts the LUMO energy (spin up / spin down) at 2.27 / 2.25 eV. For the total energy, the calculation gives -160122.5296 eV. The calculation puts the HOMO energy (spin up / spin down) at -3.402 / -3.577 eV. The HOMO-LUMO gap (spin up / spin down) is 5.671 / 5.822 eV. The maximum force is 0.0272 hartree/bohr.

(3)
A 2-piece molecular cluster, C4H13NOS2 overall at a distorted geometry, computed with the ωB97M-V functional and the def2-TZVPD basis.

XYZ file:
```
21
Properties=species:S:1:pos:R:3
S 1.110 -2.398 0.413
H -1.943 -0.295 -0.040
C -0.403 -2.254 1.348
H -1.208 0.717 -1.520
H 3.015 1.256 0.077
H 0.248 0.024 -2.483
H -0.023 1.480 1.333
H -0.553 2.515 0.043
C 2.078 0.749 -0.356
H -1.269 -2.922 1.003
H -3.383 0.266 0.255
H 0.926 2.231 -1.290
C -0.178 0.253 -1.294
H -0.926 -1.219 1.233
S 2.160 -0.711 0.795
N -0.002 1.797 0.419
C 0.768 1.232 -0.603
H -0.238 -2.488 2.321
H -0.280 -0.696 -0.925
O -2.605 -0.247 0.594
H 2.707 0.711 -1.323
```

Its spin multiplicity is 2. The charge is +1. The calculation puts the LUMO energy (spin up / spin down) at -3.99 / -8.39 eV. For the total energy, the calculation gives -29555.4678 eV. The calculation puts the HOMO energy (spin up / spin down) at -13.003 / -12.545 eV. The HOMO-LUMO gap (spin up / spin down) is 9.009 / 4.153 eV. The maximum force is 0.1459 hartree/bohr. The relative energy (zero: lowest compared OMol25 entry of this formula, charge and spin) is 70.6 kcal/mol.